[1]
C29H37ClN7O4RuSSi | ωB97M-V with the def2-TZVPD basis set

Summary:
* E_tot: -83111.6268 eV
* M: 744.336 u
* HOMO (alpha / beta): -0.255 / -0.255 Eh
* spin multiplicity: 2
* total charge: 0
* HOMO-LUMO gap (alpha / beta): 6.57 / 6.19 eV

Each line ends with the Mulliken charge.
Positions of all 81 atoms, in Å:
Ru  0.63861  -0.85197  -0.32774  -0.044
C  4.08051  -1.79778  0.84847  -1.456
C  3.88297  -0.44393  0.23793  0.410
C  4.92107  0.45342  0.09331  -0.851
C  4.66049  1.69095  -0.51559  -0.599
C  3.40226  2.02169  -0.94586  -0.681
C  2.35472  1.08245  -0.76261  0.599
N  2.64750  -0.13019  -0.17734  0.597
N  1.06454  1.18099  -1.08228  0.520
Si  0.38908  2.36360  -2.14232  -0.420
C  1.30340  2.38956  -3.79760  -1.111
C  -1.38918  1.85410  -2.45791  -0.546
C  0.42678  4.10426  -1.42338  -0.922
H  4.11341  -2.56127  0.06944  0.262
H  3.24966  -2.06761  1.50174  0.176
H  5.01044  -1.83122  1.41379  0.457
H  5.91110  0.19893  0.44232  0.460
H  5.46959  2.40129  -0.64025  0.418
H  3.19792  2.98116  -1.40107  0.297
H  1.66663  1.39251  -4.06121  0.260
H  2.16382  3.06117  -3.78567  0.346
H  0.63945  2.72447  -4.59862  0.382
H  -1.44945  1.05882  -3.20620  0.119
H  -1.97790  2.69851  -2.82340  0.468
H  -1.85638  1.49610  -1.53658  -0.039
H  1.42265  4.55194  -1.46344  0.332
H  0.10538  4.07169  -0.38066  0.119
H  -0.25462  4.76812  -1.96156  0.339
O  -6.00240  -2.69688  -0.82224  -0.499
C  -5.39407  -2.54302  0.44577  -0.541
C  -3.96394  -2.12119  0.26837  0.280
C  -3.17930  -1.82539  1.37742  -1.301
C  -1.86828  -1.44364  1.20745  -0.395
N  -1.30972  -1.32140  -0.00193  0.610
C  -2.04990  -1.65520  -1.07793  0.448
C  -3.37487  -2.04994  -0.98051  -0.525
C  -1.27457  -1.64480  -2.31897  0.380
C  -1.77966  -1.88720  -3.58546  -0.690
C  -0.92727  -1.89205  -4.67711  0.624
C  -1.43684  -2.20172  -6.05996  -1.068
O  -1.50909  -3.59980  -6.29710  -0.505
C  0.42418  -1.66001  -4.45013  -0.947
C  0.87068  -1.42488  -3.16670  -0.681
N  0.03827  -1.40168  -2.12111  0.358
H  -6.90292  -3.00662  -0.69958  0.304
H  -5.41379  -3.48396  1.00750  0.319
H  -5.91335  -1.78607  1.04386  0.311
H  -3.57858  -1.89681  2.38088  0.473
H  -1.22316  -1.24184  2.05104  0.547
H  -3.94377  -2.31320  -1.85898  0.555
H  -2.83714  -2.06902  -3.72075  0.443
H  -0.80923  -1.70478  -6.80685  0.354
H  -2.45494  -1.83180  -6.17654  0.364
H  -0.64392  -3.98839  -6.12913  0.351
H  1.13413  -1.64702  -5.26729  0.427
H  1.91031  -1.24011  -2.93429  0.633
N  -2.56101  4.01891  3.20180  -0.496
C  -1.59037  3.35270  2.53170  0.536
N  -0.33632  3.51173  3.00918  -0.384
S  -1.91390  2.40909  1.20200  -0.426
H  -2.33068  4.77495  3.82448  0.191
H  -3.47187  4.02156  2.77883  0.234
H  -0.17972  3.86934  3.93719  0.233
H  0.38361  2.92681  2.61520  0.194
O  0.80168  -3.17936  1.32853  -0.684
N  1.07549  -2.75424  0.20288  0.866
O  1.73580  -3.44377  -0.57526  -0.670
Cl  1.64260  -0.46972  8.51986  -0.220
C  1.39960  -0.27028  6.81627  0.438
C  0.20184  0.27304  6.35797  -0.885
C  0.01004  0.43477  5.00423  -0.275
C  1.01040  0.05799  4.06951  0.620
C  0.81321  0.22986  2.69882  -0.768
C  2.21195  -0.49866  4.57844  -0.309
C  2.40300  -0.65907  5.93244  -0.827
H  -0.56386  0.55517  7.06778  0.411
H  -0.92139  0.85016  4.63617  0.431
H  -0.10297  0.65216  2.30393  0.837
H  1.59877  -0.05304  2.01205  -0.393
H  2.98389  -0.80682  3.88401  0.407
H  3.31889  -1.08658  6.31657  0.416

---

[2]
C29H37F7O24 | ωB97M-V with the def2-TZVPD basis set

Summary:
* SMILES: CC(C)[C@H](C)COCOC=O.O=C1OC[C@@H](F)O1.O=C1OC[C@@H](F)O1.O=C1OC[C@@H](F)O1.O=C1OC[C@@H](F)O1.O=C1OC[C@@H](F)O1.O=C1OC[C@@H](F)O1.O=C1OC[C@@H](F)O1
* E_tot: -98835.6472 eV
* M: 902.577 u
* HOMO: -0.362 Eh
* total charge: 0
* HOMO-LUMO gap: 10.13 eV

Each line ends with the Mulliken charge.
Positions of all 97 atoms, in Å:
C  1.27261  -1.37469  0.58574  -1.853
C  2.79360  -1.51169  0.63663  1.037
C  3.26767  -1.19778  2.05831  -1.646
C  3.37542  -0.58818  -0.45407  1.204
C  3.40638  -1.36507  -1.77969  -1.750
C  4.79713  -0.11997  -0.18188  -1.581
O  4.90169  1.12899  0.49525  -0.412
C  4.34512  2.20524  -0.16995  -0.307
O  4.48652  2.06669  -1.58212  -0.300
C  3.46694  2.55460  -2.31450  0.178
O  3.46277  2.50788  -3.54748  -0.590
H  0.99471  -0.34572  0.79618  0.626
H  0.89805  -1.58418  -0.40892  0.118
H  0.78476  -2.00683  1.31373  0.412
H  3.00510  -2.53647  0.35381  0.287
H  2.43015  -1.06584  2.73069  0.501
H  3.85052  -2.01143  2.47482  0.314
H  3.86975  -0.30058  2.12507  0.307
H  2.67824  0.23313  -0.59173  0.201
H  2.47073  -1.86481  -1.97801  0.067
H  4.21309  -2.08829  -1.71165  0.409
H  3.68157  -0.68917  -2.58225  0.542
H  5.39413  -0.11953  -1.08408  0.469
H  5.26381  -0.83692  0.48189  0.525
H  4.87846  3.09819  0.13764  0.213
H  3.30026  2.32090  0.11300  0.500
H  2.63372  3.01524  -1.78445  0.507
C  3.40843  6.45350  -1.31745  -0.418
C  3.47410  7.16685  0.01411  0.270
O  2.28493  6.73499  0.65233  -0.323
C  1.96593  5.50779  0.14898  0.597
O  1.18967  4.75913  0.62524  -0.488
O  2.68617  5.26189  -0.97542  -0.211
F  3.43666  8.51610  -0.12441  -0.242
H  2.83968  7.02600  -2.05073  0.256
H  4.38451  6.20971  -1.72780  0.316
H  4.33254  6.89798  0.63129  0.253
C  0.56041  -6.91544  0.59248  -0.565
C  0.15065  -5.70404  1.39805  0.680
O  0.83519  -4.65606  0.73359  -0.195
C  0.99594  -5.02731  -0.56349  0.415
O  1.31762  -4.29214  -1.43181  -0.413
O  0.74689  -6.35040  -0.71207  -0.352
F  0.58698  -5.77968  2.68450  -0.285
H  1.50388  -7.33149  0.94892  0.261
H  -0.19541  -7.69566  0.57237  0.303
H  -0.91892  -5.50007  1.39527  0.122
C  -2.72675  -6.60375  5.39009  -0.469
C  -2.22797  -5.20177  5.65661  0.464
O  -1.91172  -4.74206  4.34643  -0.249
C  -2.71264  -5.40255  3.47938  0.853
O  -2.89587  -5.08405  2.35134  -0.621
O  -3.29171  -6.47009  4.07514  -0.387
F  -1.10795  -5.20106  6.41668  -0.301
H  -1.90508  -7.31985  5.36359  0.343
H  -3.47755  -6.93771  6.10091  0.279
H  -2.96469  -4.53557  6.09934  0.166
C  0.54816  -2.66346  -4.33302  -0.475
C  -0.64052  -2.83886  -5.24764  0.410
O  -1.72472  -2.86694  -4.32877  -0.347
C  -1.35785  -2.13909  -3.24233  0.749
O  -2.10730  -1.74056  -2.41446  -0.595
O  -0.02686  -1.91545  -3.25002  -0.168
F  -0.59822  -4.02052  -5.92278  -0.327
H  0.91919  -3.61817  -3.95700  0.242
H  1.36487  -2.10968  -4.78757  0.348
H  -0.80244  -2.02079  -5.94749  0.230
C  -5.76711  -4.37985  4.47720  -0.449
C  -7.22909  -4.03317  4.63767  0.292
O  -7.43099  -4.20885  6.03098  -0.316
C  -6.24440  -3.98724  6.65738  0.596
O  -6.10772  -3.81414  7.81569  -0.495
O  -5.22717  -3.98482  5.75213  -0.269
F  -8.03273  -4.88433  3.95917  -0.283
H  -5.62414  -5.45073  4.33486  0.249
H  -5.28092  -3.84117  3.66743  0.341
H  -7.48611  -3.00881  4.36442  0.285
C  -4.62271  0.25079  -4.50770  -0.407
C  -4.50004  1.55043  -5.27188  0.292
O  -3.16290  1.49853  -5.74354  -0.310
C  -2.81979  0.18857  -5.85639  0.674
O  -1.86160  -0.21390  -6.42606  -0.552
O  -3.71525  -0.59421  -5.22349  -0.278
F  -4.65285  2.63504  -4.47526  -0.290
H  -4.28223  0.35813  -3.47717  0.260
H  -5.62589  -0.16523  -4.51852  0.280
H  -5.17554  1.64120  -6.12402  0.278
C  0.89891  10.51849  -0.09210  -0.271
C  0.39517  11.75161  0.62190  0.337
O  1.15073  12.78316  0.01298  -0.318
C  1.47610  12.37256  -1.24815  0.651
O  1.88733  13.07496  -2.10163  -0.489
O  1.24726  11.04216  -1.37897  -0.322
F  0.66493  11.72192  1.95029  -0.280
H  1.78635  10.11325  0.38910  0.135
H  0.14912  9.73702  -0.18367  0.281
H  -0.66785  11.95527  0.48297  0.275

---

[3]
C29H37F9INO21S | ωB97M-V with the def2-TZVPD basis set

Summary:
* SMILES: CC(=O)OCCCCCC[C@]1(C(F)(F)C(F)F)OS(=O)(=O)O[C@@]1(I)CCN.O=C1OC[C@@H](F)O1.O=C1OC[C@@H](F)O1.O=C1OC[C@@H](F)O1.O=C1OC[C@@H](F)O1.O=C1OC[C@@H](F)O1
* E_tot: -118553.2268 eV
* M: 1065.554 u
* HOMO: -0.370 Eh
* total charge: 0
* HOMO-LUMO gap: 9.52 eV

Each line ends with the Mulliken charge.
Positions of all 99 atoms, in Å:
C  -1.24343  0.64424  4.82209  -0.580
C  -1.70873  -0.39898  3.82471  0.644
O  -1.26228  -1.49430  3.88245  -0.603
O  -2.62912  -0.03894  2.92882  -0.243
C  -2.53975  -0.89127  1.75477  0.210
C  -3.30946  -0.40038  0.55226  -1.000
C  -2.79861  0.93023  -0.06829  -0.336
C  -2.35028  0.79099  -1.54359  -1.166
C  -0.84416  0.92495  -1.74623  -1.238
C  0.00432  0.06430  -0.77586  -0.910
C  1.14495  -0.72025  -1.43066  1.668
C  2.35562  0.20435  -1.62736  0.148
F  1.98203  1.32220  -2.22761  -0.329
F  3.26514  -0.34986  -2.42375  -0.261
C  3.09108  0.63119  -0.33644  0.035
F  3.88399  -0.34145  0.08190  -0.215
F  3.89879  1.64950  -0.67577  -0.321
O  0.83299  -1.14035  -2.78710  -0.529
S  -0.15910  -2.42097  -2.63312  1.355
O  0.14748  -3.52339  -3.45701  -0.614
O  -1.45094  -1.91127  -2.87659  -0.640
O  0.17329  -2.78954  -1.10021  -0.452
C  1.45231  -2.09798  -0.77926  0.137
I  1.39891  -2.02907  1.37034  0.188
C  2.51669  -2.98033  -1.45950  -0.834
C  3.79558  -3.24001  -0.67657  -0.691
N  4.46254  -4.38976  -1.35514  -0.624
H  -1.15550  0.14090  5.77732  0.393
H  -2.00024  1.41918  4.89511  -0.022
H  -0.27058  1.04375  4.56452  0.186
H  -2.95595  -1.85712  2.03666  0.433
H  -1.48856  -1.06456  1.55856  -0.372
H  -4.36331  -0.31120  0.80050  0.401
H  -3.24618  -1.19976  -0.18345  0.472
H  -3.61137  1.63960  0.00947  0.255
H  -1.97580  1.27108  0.56187  0.386
H  -2.74406  -0.14285  -1.92812  0.464
H  -2.84568  1.57942  -2.10369  0.399
H  -0.60246  1.96619  -1.54098  0.426
H  -0.60431  0.77290  -2.79291  0.608
H  -0.67035  -0.62173  -0.28363  -0.058
H  0.40089  0.71781  -0.01165  0.711
H  2.43627  1.01375  0.43940  0.377
H  2.07430  -3.94243  -1.68114  0.649
H  2.81429  -2.57398  -2.41782  0.277
H  3.62862  -3.52368  0.36041  0.398
H  4.50268  -2.42159  -0.73071  0.258
H  3.88993  -5.19151  -1.09981  0.242
H  5.34307  -4.58390  -0.88771  0.248
C  -6.91439  3.08780  1.98321  -0.236
C  -7.77675  1.93088  1.55651  0.296
O  -7.60364  1.92453  0.14906  -0.324
C  -6.35810  2.43716  -0.09238  0.713
O  -5.77491  2.33074  -1.11742  -0.500
O  -5.87458  3.06716  1.00250  -0.273
F  -9.08348  2.14534  1.84520  -0.296
H  -7.44785  4.03838  1.93183  0.278
H  -6.50469  2.96101  2.98283  0.132
H  -7.47236  0.96449  1.96207  0.259
C  7.07251  -2.17157  -3.68622  -0.032
C  6.79753  -2.85332  -5.00112  0.329
O  7.87467  -3.76592  -5.10255  -0.321
C  8.24121  -4.08770  -3.82595  0.637
O  8.92181  -5.00962  -3.53395  -0.494
O  7.71048  -3.20745  -2.93273  -0.325
F  6.85560  -1.98191  -6.03753  -0.283
H  7.75619  -1.32792  -3.79303  0.278
H  6.16413  -1.83258  -3.19266  -0.099
H  5.85291  -3.39830  -5.04006  0.304
C  -0.06712  -4.04640  -6.79144  -0.065
C  -0.85181  -5.23223  -7.29073  0.315
O  -0.68395  -5.14533  -8.69473  -0.319
C  0.52112  -4.53543  -8.91143  0.610
O  1.09682  -4.53298  -9.94488  -0.501
O  0.96901  -3.94012  -7.77502  -0.303
F  -2.17016  -5.12251  -6.99639  -0.276
H  -0.66230  -3.13211  -6.78871  0.207
H  0.34727  -4.20078  -5.79921  0.044
H  -0.48450  -6.19841  -6.94029  0.303
C  -2.47451  5.24270  5.39970  -0.040
C  -3.30101  5.02727  6.63745  0.364
O  -4.43755  4.34373  6.13417  -0.358
C  -4.01339  3.64817  5.04137  0.609
O  -4.61345  2.76079  4.53405  -0.516
O  -2.80685  4.09446  4.61617  -0.160
F  -3.69616  6.20357  7.18509  -0.303
H  -2.76473  6.15273  4.87048  0.301
H  -1.41611  5.27611  5.60747  -0.162
H  -2.82054  4.41569  7.40220  0.315
C  2.45188  5.27567  5.24609  -0.491
C  2.83784  3.83398  5.02857  0.327
O  1.92339  3.14166  5.86508  -0.328
C  0.80232  3.90930  5.94322  0.675
O  -0.24945  3.52807  6.33774  -0.440
O  1.04574  5.16934  5.50088  -0.322
F  4.09775  3.58411  5.44854  -0.288
H  2.94800  5.70575  6.11671  0.275
H  2.64641  5.90300  4.38008  0.289
H  2.72421  3.48487  4.00065  0.262